No. 1
Entry from the OMol25 dataset: a 2-piece molecular cluster, C14H16O overall at a distorted geometry (ωB97M-V/def2-TZVPD).

Summary:
Gap between HOMO and LUMO (alpha / beta) ... 2.7 / 7.4 eV
Multiplicity ... 2
HOMO energy (alpha / beta) ... 0.692 / -4.080 eV
Total charge ... -1
Maximum force ... 0.0454 Eh/bohr
ΔE to the lowest compared entry with this formula, charge and spin ... 19.9 kcal per mole
E_LUMO (alpha / beta) ... 3.37 / 3.30 eV

Last column: Löwdin charge in e.
Element x y z (Å)
1 C -3.146 2.686 2.696  -0.135
2 C -0.723 2.185 -0.199  -0.158
3 C -1.884 2.518 0.483  -0.113
4 C 0.359 1.575 0.441  -0.205
5 C -1.983 2.328 1.881  -0.360
6 C 0.287 1.395 1.858  -0.173
7 C -0.884 1.681 2.510  -0.123
8 H -0.537 2.476 -1.233  0.086
9 H -2.775 2.966 0.069  0.074
10 H 1.100 1.069 -0.160  0.052
11 H 1.112 0.840 2.296  0.073
12 H -3.065 3.699 3.170  0.066
13 H -3.213 2.241 3.711  0.058
14 H -0.968 1.528 3.588  0.084
15 H -4.081 2.528 2.152  0.058
16 C 3.530 -2.688 -2.239  -0.073
17 C -0.371 -1.447 -1.025  -0.330
18 C 0.683 -1.227 -0.155  -0.081
19 C -0.280 -2.265 -2.170  -0.013
20 C 1.964 -1.558 -0.564  -0.068
21 C 1.040 -2.640 -2.495  -0.097
22 C 2.126 -2.329 -1.718  -0.313
23 O -1.620 -0.948 -0.820  0.027
24 H 0.477 -0.854 0.839  0.079
25 H -1.718 -0.485 0.016  0.091
26 H -1.148 -2.631 -2.693  0.099
27 H 2.752 -1.274 0.134  0.106
28 H 1.270 -3.221 -3.393  0.099
29 H 4.272 -1.992 -1.800  0.068
30 H 3.665 -2.466 -3.287  0.059
31 H 3.758 -3.690 -1.893  0.064


No. 2
Entry from the OMol25 dataset: C3H7NO2 as an isolated structure at a distorted geometry (ωB97M-V/def2-TZVPD).

Summary:
Gap between HOMO and LUMO ... 9.7 eV
HOMO energy ... -9.468 eV
Maximum force ... 0.0997 Eh/bohr
ΔE to the lowest compared entry with this formula, charge and spin ... 119.7 kcal per mole
E_LUMO ... 0.22 eV

Last column: Löwdin charge in e.
Element x y z (Å)
1 O -1.104 -0.651 1.527  -0.004
2 C -1.390 -0.716 0.312  -0.350
3 C -1.139 0.365 -0.627  -0.024
4 N 1.245 0.537 -0.648  0.031
5 C 1.974 0.211 0.353  -0.402
6 O 1.493 -0.253 1.478  -0.067
7 H 0.231 -0.430 1.524  0.160
8 H -2.320 -0.354 -0.975  0.196
9 H -1.747 -1.717 0.084  0.121
10 H -1.461 1.359 -0.297  0.097
11 H -0.642 0.471 -1.585  0.070
12 H 1.782 0.882 -1.435  0.049
13 H 3.077 0.296 0.289  0.124


No. 3
Entry from the OMol25 dataset: a 7-piece molecular cluster, C11H37N11O7 overall at a distorted geometry (ωB97M-V/def2-TZVPD).

Summary:
Gap between HOMO and LUMO ... 9.6 eV
HOMO energy ... -9.238 eV
Maximum force ... 0.0676 Eh/bohr
SMILES ... COC[C@H](C)N.NC(N)=O.NC(N)=O.NC(N)=O.NC(N)=O.NC(N)=O.CCO
ΔE to the lowest compared entry with this formula, charge and spin ... 0.0 kcal per mole
E_LUMO ... 0.35 eV

Last column: Löwdin charge in e.
Element x y z (Å)
1 C 13.639 12.530 9.930  -0.105
2 O 12.918 12.202 8.755  -0.219
3 C 13.014 13.244 7.819  -0.213
4 C 12.533 12.649 6.453  -0.403
5 C 12.563 13.725 5.340  -0.052
6 N 11.266 11.921 6.508  0.043
7 H 13.856 11.672 10.591  0.096
8 H 13.182 13.365 10.453  0.087
9 H 14.646 12.883 9.638  0.085
10 H 12.370 14.070 8.103  0.115
11 H 14.088 13.693 7.805  0.149
12 H 13.339 11.973 6.192  0.122
13 H 12.888 13.350 4.352  0.081
14 H 13.401 14.405 5.433  0.066
15 H 11.616 14.283 5.181  0.073
16 H 11.239 11.421 7.433  0.089
17 H 10.469 12.563 6.425  0.041
18 N 11.348 9.155 5.700  0.192
19 C 12.040 8.288 6.462  -0.610
20 N 12.806 8.795 7.473  0.173
21 O 11.957 7.019 6.417  -0.088
22 H 10.614 8.719 5.116  0.102
23 H 11.344 10.161 5.786  0.044
24 H 13.298 8.074 7.962  0.089
25 H 12.947 9.794 7.635  0.092
26 N 9.113 6.471 7.403  0.182
27 C 8.215 7.264 6.765  -0.617
28 N 8.460 7.485 5.377  0.144
29 O 7.280 7.751 7.377  -0.011
30 H 8.961 6.404 8.386  0.102
31 H 10.057 6.352 7.013  0.079
32 H 7.699 7.913 4.866  0.100
33 H 8.910 6.702 4.922  0.097
34 N 5.228 9.791 6.662  0.134
35 C 5.984 10.949 6.581  -0.596
36 N 7.287 10.776 6.987  0.162
37 O 5.590 12.045 6.099  -0.027
38 H 5.687 8.950 7.122  0.085
39 H 4.240 9.867 6.952  0.111
40 H 7.974 11.302 6.461  0.062
41 H 7.469 9.745 6.972  0.072
42 N 7.060 13.971 7.231  0.173
43 C 8.269 13.874 6.672  -0.677
44 N 8.970 15.017 6.863  0.138
45 O 8.665 12.940 5.992  -0.004
46 H 6.396 13.225 6.958  0.053
47 H 6.669 14.860 7.374  0.090
48 H 8.837 15.477 7.798  0.128
49 H 9.903 15.182 6.496  0.085
50 N 13.007 5.574 9.116  0.154
51 C 14.158 5.228 8.504  -0.720
52 N 14.139 5.159 7.121  0.140
53 O 15.181 5.111 9.123  0.029
54 H 13.023 5.913 10.048  0.093
55 H 12.286 5.991 8.531  0.072
56 H 15.046 4.986 6.734  0.090
57 H 13.499 5.851 6.671  0.064
58 C 8.071 9.744 10.216  -0.079
59 C 9.628 9.636 10.379  -0.278
60 O 10.292 9.231 9.151  -0.090
61 H 7.548 9.613 11.216  0.088
62 H 7.741 8.819 9.668  0.061
63 H 7.883 10.645 9.582  0.062
64 H 9.745 8.867 11.120  0.087
65 H 10.108 10.548 10.725  0.103
66 H 11.191 9.370 9.294  0.006


No. 4
Entry from the OMol25 dataset: a 3-piece molecular cluster, C13H27F2NO15P2S2 overall at a distorted geometry (ωB97M-V/def2-TZVPD).

Summary:
Gap between HOMO and LUMO ... 6.6 eV
HOMO energy ... -9.611 eV
Maximum force ... 0.1731 Eh/bohr
SMILES ... CS(=O)(=O)[C@@]1(N(C(=O)F)C(=O)F)CCS(=O)(=O)OC1.COP(=O)(OC)OC.COP(=O)(OC)OC
E_LUMO ... -3.01 eV

Last column: Löwdin charge in e.
Element x y z (Å)
1 C -2.989 1.556 0.360  -0.100
2 S -2.807 1.741 -1.441  0.722
3 O -2.118 0.537 -1.917  -0.315
4 O -4.139 1.731 -2.031  -0.308
5 C -1.743 3.161 -1.986  -0.386
6 N -2.004 3.354 -3.437  0.110
7 C -0.836 3.792 -4.185  -0.474
8 O -0.531 3.203 -5.139  0.254
9 F -0.071 4.865 -3.842  0.133
10 C -3.047 4.304 -3.722  -0.464
11 O -2.829 5.433 -3.958  0.206
12 F -4.349 3.936 -3.797  0.144
13 C -1.910 4.493 -1.169  -0.125
14 C -1.192 4.548 0.235  -0.172
15 S 0.143 3.346 0.498  0.664
16 O 1.470 3.933 0.427  -0.269
17 O 0.005 2.849 1.858  -0.292
18 O -0.045 2.044 -0.503  -0.222
19 C -0.242 2.646 -1.827  -0.148
20 H -2.661 0.515 0.616  0.097
21 H -2.381 2.238 0.991  0.039
22 H -4.080 1.593 0.607  0.085
23 H -2.981 4.775 -1.030  0.142
24 H -1.456 5.311 -1.788  0.130
25 H -1.954 4.360 1.025  0.106
26 H -0.796 5.582 0.392  0.130
27 H -0.005 1.831 -2.551  0.153
28 H 0.498 3.489 -1.870  0.138
29 C 1.190 -1.463 -0.705  -0.111
30 O 2.355 -0.812 -0.203  -0.324
31 P 3.557 -0.354 -1.327  0.768
32 O 2.509 0.125 -2.318  -0.237
33 O 3.935 -1.941 -1.568  -0.300
34 C 4.453 -2.682 -0.460  -0.107
35 O 4.799 0.133 -2.384  -0.297
36 C 4.933 -0.550 -3.621  -0.133
37 H 0.742 -2.021 0.120  0.079
38 H 0.472 -0.721 -1.052  0.071
39 H 1.433 -2.157 -1.511  0.092
40 H 3.686 -3.374 -0.108  0.086
41 H 4.749 -2.030 0.363  0.082
42 H 5.319 -3.254 -0.792  0.087
43 H 3.962 -0.727 -4.088  0.086
44 H 5.457 -1.496 -3.479  0.081
45 H 5.533 0.078 -4.280  0.092
46 C 1.486 -3.493 3.219  -0.127
47 O 0.574 -4.485 2.761  -0.326
48 P -1.095 -4.152 2.908  0.760
49 O -0.934 -2.708 2.469  -0.237
50 O -0.967 -4.308 4.545  -0.304
51 C -0.562 -5.575 5.069  -0.107
52 O -2.781 -3.978 3.042  -0.297
53 C -3.288 -3.111 4.044  -0.132
54 H 2.436 -3.990 3.426  0.091
55 H 1.646 -2.748 2.439  0.075
56 H 1.133 -3.012 4.131  0.090
57 H 0.462 -5.495 5.439  0.088
58 H -0.607 -6.362 4.314  0.082
59 H -1.217 -5.839 5.898  0.088
60 H -2.714 -2.183 4.098  0.086
61 H -3.285 -3.607 5.015  0.082
62 H -4.320 -2.874 3.783  0.092


No. 5
Entry from the OMol25 dataset: C17H39NO13P2S as an isolated structure at a distorted geometry (ωB97M-V/def2-TZVPD).

Summary:
Gap between HOMO and LUMO ... 10.7 eV
HOMO energy ... -10.312 eV
Maximum force ... 0.0824 Eh/bohr
ΔE to the lowest compared entry with this formula, charge and spin ... 0.0 kcal per mole
E_LUMO ... 0.37 eV

Last column: Löwdin charge in e.
Element x y z (Å)
1 N 1.828 6.237 3.350  0.127
2 C 1.858 5.885 4.737  -0.462
3 C 3.283 5.964 5.306  -0.038
4 C 4.257 6.612 4.327  -0.330
5 C 5.072 5.690 3.449  -0.091
6 O 5.611 6.386 4.565  -0.015
7 C 0.819 6.643 5.598  -0.094
8 O -0.134 5.696 6.115  -0.165
9 S -0.156 4.483 5.095  0.581
10 O -0.860 4.932 3.931  -0.244
11 O -0.623 3.292 5.696  -0.198
12 O 1.392 4.457 4.839  -0.148
13 H 0.867 6.183 3.020  0.087
14 H 2.304 5.497 2.842  0.108
15 H 3.690 4.963 5.442  0.133
16 H 3.329 6.560 6.216  0.127
17 H 3.955 7.558 3.892  0.141
18 H 4.750 4.671 3.620  0.114
19 H 5.069 6.193 2.490  0.116
20 H 1.282 7.067 6.487  0.129
21 H 0.346 7.500 5.118  0.143
22 O -0.976 -1.426 1.895  -0.221
23 P -2.082 -0.573 1.444  0.414
24 O -3.097 -1.356 0.500  -0.181
25 C -3.808 -2.496 1.006  -0.270
26 C -4.983 -2.099 1.878  -0.079
27 O -1.451 0.439 0.347  -0.196
28 C -0.040 0.589 0.202  -0.292
29 C 0.457 -0.233 -0.966  -0.070
30 O -3.059 0.467 2.118  -0.181
31 C -2.502 1.535 2.935  -0.226
32 C -2.449 2.833 2.160  -0.064
33 H -3.119 -3.148 1.549  0.113
34 H -4.160 -3.040 0.131  0.116
35 H -4.648 -1.630 2.803  0.070
36 H -5.576 -2.977 2.136  0.079
37 H -5.619 -1.382 1.358  0.084
38 H 0.482 0.318 1.120  0.107
39 H 0.148 1.650 0.024  0.112
40 H 0.148 -1.273 -0.856  0.063
41 H 1.544 -0.194 -1.045  0.079
42 H 0.028 0.137 -1.899  0.078
43 H -1.517 1.252 3.313  0.118
44 H -3.164 1.636 3.793  0.121
45 H -1.558 2.888 1.535  0.068
46 H -2.419 3.675 2.845  0.050
47 H -3.314 2.928 1.504  0.090
48 O 2.220 -4.383 -5.343  -0.219
49 P 0.862 -4.856 -5.050  0.413
50 O 0.381 -5.983 -6.064  -0.174
51 C 1.101 -7.222 -6.148  -0.265
52 C 0.765 -8.160 -5.005  -0.080
53 O -0.139 -3.665 -5.494  -0.197
54 C 0.344 -2.352 -5.778  -0.293
55 C 0.468 -2.133 -7.271  -0.072
56 O 0.069 -5.286 -3.750  -0.184
57 C 0.068 -4.399 -2.602  -0.234
58 C -1.222 -3.610 -2.535  -0.062
59 H 2.175 -7.022 -6.189  0.113
60 H 0.812 -7.671 -7.097  0.117
61 H 1.127 -7.769 -4.054  0.069
62 H 1.225 -9.135 -5.169  0.078
63 H -0.314 -8.287 -4.919  0.082
64 H 1.294 -2.169 -5.276  0.106
65 H -0.385 -1.655 -5.359  0.111
66 H 1.089 -2.906 -7.724  0.078
67 H 0.910 -1.158 -7.482  0.077
68 H -0.513 -2.181 -7.745  0.077
69 H 0.939 -3.740 -2.627  0.117
70 H 0.165 -5.038 -1.725  0.119
71 H -1.182 -2.733 -3.178  0.066
72 H -1.403 -3.260 -1.517  0.069
73 H -2.065 -4.217 -2.863  0.088